Density functional theory data (wB97M-V/def2-TZVPD) for a single C5H6O2 molecule at a distorted geometry.

HOMO level, eV: -9.131
Total charge: 0
SMILES: CC(=O)C(C)=C=O
M, g mol⁻¹: 98.10
E_tot, a.u.: -344.56613
ΔE to the lowest compared entry with this formula, charge and spin, kcal/mol: 22.45
LUMO, eV: 0.7

```
13
Properties=species:S:1:pos:R:3:forces:R:3
C -0.854795 -1.447139 -0.813250 -0.06 -0.06 0.12
C -0.463978 -0.004454 -0.913454 0.28 1.67 -1.72
O -0.682925 0.662261 -1.953282 -0.20 -1.32 1.15
C 0.272107 0.729975 0.115383 -0.79 -1.26 -0.58
C 0.728244 0.216766 1.436582 0.25 0.47 1.26
C 0.470164 1.964360 -0.337751 2.00 2.61 0.17
O 0.856193 3.045872 -0.580322 -1.29 -2.23 0.26
H -0.393026 -1.996856 -1.638476 -0.12 0.14 0.05
H -0.555904 -1.910958 0.123353 -0.01 0.03 0.05
H -1.941682 -1.520536 -0.912419 0.14 0.00 -0.06
H 0.892053 -0.859836 1.488053 -0.12 0.04 -0.47
H 0.000266 0.454471 2.221195 0.06 -0.10 -0.04
H 1.673283 0.666075 1.764389 -0.14 0.02 -0.19
```
Forces are in eV/Å.